ORCA calculation (the ωB97M-V functional and the def2-TZVPD basis) on a cluster of 8 separate species, C55H84FN3O29 in total in a non-equilibrium geometry.

Frontier orbital gap in Ha: 0.264
Energy in a.u.: -4592.2491
LUMO energy in eV: -1.50
SMILES string: CCNc1c(COc2cc(C)ccc2C(C)C)c(F)c2c(c1CC(=O)OC(C)=O)C(=O)C(N)=C(ON=O)C2=O.CCOC(=O)OC.CCOC(=O)OC.CCOC(=O)OC.CCOC(=O)OC.CCOC(=O)OC.CCOC(=O)OC.CCOC(=O)OC

```
172
C55H84FN3O29 the ωB97M-V functional and the def2-TZVPD basis
C -1.168 -4.543 -1.185
C -0.923 -3.043 -1.044
N -1.310 -2.326 -2.286
C -1.606 -0.964 -2.067
C -0.534 -0.097 -1.865
C 0.899 -0.557 -2.006
O 1.552 0.120 -3.086
C 1.363 -0.470 -4.319
C 0.158 -0.255 -4.972
C -0.100 -0.780 -6.233
C -1.425 -0.534 -6.905
C 0.908 -1.520 -6.837
C 2.124 -1.706 -6.192
C 2.391 -1.202 -4.921
C 3.752 -1.383 -4.256
C 4.637 -2.384 -5.004
C 3.662 -1.806 -2.783
C -0.737 1.246 -1.569
F 0.343 1.978 -1.355
C -2.025 1.755 -1.502
C -3.114 0.892 -1.753
C -2.930 -0.461 -2.048
C -4.087 -1.378 -2.379
C -4.659 -2.087 -1.170
O -3.979 -2.619 -0.347
O -6.036 -2.098 -1.029
C -6.810 -2.783 -1.966
C -7.104 -2.080 -3.254
O -7.249 -3.854 -1.687
C -4.487 1.470 -1.671
O -5.491 0.789 -1.620
C -4.666 2.953 -1.627
N -5.961 3.409 -1.746
C -3.605 3.749 -1.411
O -3.714 5.107 -1.371
N -3.366 5.712 -0.053
O -3.675 5.054 0.835
C -2.262 3.188 -1.219
O -1.348 3.915 -0.870
H -1.399 -4.973 -0.213
H -2.011 -4.735 -1.850
H -0.296 -5.036 -1.609
H -1.477 -2.658 -0.187
H 0.133 -2.879 -0.828
H -2.132 -2.805 -2.624
H 1.458 -0.331 -1.099
H 0.938 -1.624 -2.190
H -0.591 0.351 -4.477
H -2.253 -0.725 -6.222
H -1.504 0.491 -7.268
H -1.539 -1.205 -7.756
H 0.723 -1.923 -7.825
H 2.875 -2.265 -6.730
H 4.244 -0.406 -4.288
H 4.081 -3.316 -5.124
H 4.825 -2.018 -6.015
H 5.579 -2.566 -4.498
H 4.578 -2.329 -2.503
H 3.557 -0.967 -2.100
H 2.843 -2.504 -2.600
H -4.851 -0.826 -2.908
H -3.753 -2.157 -3.070
H -6.273 -2.197 -3.950
H -7.987 -2.518 -3.707
H -7.245 -1.009 -3.111
H -5.993 4.404 -1.925
H -6.492 2.899 -2.439
C -2.794 -5.872 -11.069
C -2.448 -4.652 -10.243
O -1.042 -4.359 -10.280
C -0.615 -3.766 -11.394
O -1.294 -3.447 -12.335
O 0.701 -3.585 -11.289
C 1.315 -3.022 -12.453
H -2.191 -6.725 -10.756
H -3.847 -6.123 -10.943
H -2.607 -5.694 -12.126
H -2.667 -4.830 -9.192
H -3.013 -3.777 -10.564
H 0.817 -2.102 -12.748
H 1.292 -3.736 -13.274
H 2.344 -2.813 -12.176
C 1.216 -1.911 5.115
C 1.488 -1.856 3.629
O 0.461 -1.156 2.904
C 0.495 0.170 3.005
O 1.285 0.814 3.649
O -0.495 0.669 2.270
C -0.621 2.096 2.313
H 0.232 -2.340 5.310
H 1.970 -2.519 5.613
H 1.235 -0.916 5.557
H 1.497 -2.856 3.201
H 2.454 -1.396 3.421
H 0.319 2.582 2.063
H -0.963 2.409 3.298
H -1.356 2.358 1.559
C -1.988 7.912 -2.175
C -1.691 7.847 -3.655
O -2.750 8.420 -4.444
C -2.774 9.749 -4.489
O -1.988 10.497 -3.970
O -3.822 10.119 -5.229
C -4.006 11.533 -5.322
H -2.951 7.454 -1.966
H -1.219 7.381 -1.613
H -2.022 8.944 -1.826
H -1.628 6.812 -3.984
H -0.748 8.335 -3.900
H -3.096 12.022 -5.663
H -4.304 11.941 -4.357
H -4.801 11.686 -6.046
C 8.908 -0.131 6.644
C 8.030 -1.325 6.337
O 6.635 -1.015 6.474
C 6.101 -0.331 5.459
O 6.675 0.004 4.455
O 4.824 -0.100 5.743
C 4.116 0.681 4.765
H 8.674 0.268 7.631
H 9.958 -0.423 6.623
H 8.756 0.662 5.913
H 8.210 -2.125 7.053
H 8.222 -1.716 5.338
H 4.217 0.244 3.775
H 4.495 1.702 4.758
H 3.078 0.677 5.063
C 9.917 -2.520 -0.776
C 9.973 -3.358 -2.034
O 9.571 -4.717 -1.794
C 8.260 -4.914 -1.694
O 7.403 -4.076 -1.812
O 8.050 -6.206 -1.442
C 6.677 -6.555 -1.251
H 10.505 -2.985 0.016
H 10.316 -1.525 -0.971
H 8.893 -2.417 -0.420
H 10.996 -3.432 -2.400
H 9.361 -2.931 -2.828
H 6.071 -6.218 -2.089
H 6.302 -6.121 -0.326
H 6.649 -7.638 -1.187
C -1.548 0.152 10.853
C -0.451 1.176 10.669
O 0.847 0.638 10.975
C 1.378 -0.136 10.032
O 0.889 -0.393 8.962
O 2.557 -0.576 10.469
C 3.231 -1.458 9.564
H -1.511 -0.270 11.858
H -2.523 0.618 10.704
H -1.444 -0.666 10.142
H -0.581 2.004 11.363
H -0.448 1.583 9.658
H 3.328 -1.007 8.579
H 2.693 -2.403 9.489
H 4.215 -1.628 9.989
C -7.154 2.717 7.959
C -6.694 1.676 8.956
O -5.923 2.256 10.021
C -6.628 2.884 10.960
O -7.826 2.984 11.005
O -5.773 3.381 11.855
C -6.388 4.136 12.903
H -6.303 3.285 7.583
H -7.652 2.234 7.118
H -7.852 3.415 8.417
H -6.021 0.965 8.481
H -7.533 1.120 9.373
H -7.170 3.559 13.389
H -6.803 5.061 12.507
H -5.598 4.361 13.613
```

These are the Löwdin partial charges, in e, on atoms 1 to 2: atom 1 (C): -0.068, atom 2 (C): -0.238



ORCA calculation (the ωB97M-V functional and the def2-TZVPD basis) on a cluster of 9 separate species, C55H87BClF2IN10O5PS2 in total in a non-equilibrium geometry.

Frontier orbital gap in Ha: 0.220
Net charge: +1
Energy in a.u.: -5191.5400
LUMO energy in eV: -3.10

```
165
C55H87BClF2IN10O5PS2 the ωB97M-V functional and the def2-TZVPD basis
C -2.317 -2.766 -4.166
C -0.983 -1.930 -3.944
N -1.074 -1.001 -2.800
C -0.052 0.082 -2.994
C -0.728 1.422 -3.533
C -0.038 1.802 -4.896
B 1.541 2.065 -4.889
O 2.392 0.908 -4.995
O 2.199 3.317 -4.846
C -1.050 2.567 -2.495
C -2.579 2.994 -2.762
C -2.970 3.303 -4.245
F -4.389 3.254 -4.267
C -0.180 3.892 -2.551
C -0.193 4.867 -3.753
C -1.003 6.187 -3.327
C -1.686 6.922 -4.538
S -3.463 7.307 -4.147
O -4.167 6.135 -3.568
O -3.472 8.413 -3.141
Cl -4.495 7.850 -5.870
C -0.889 2.160 -0.937
C -2.190 2.286 -0.060
C -2.460 3.773 0.453
C -1.531 4.086 1.709
I -1.702 6.209 2.239
N -0.298 0.797 -0.681
P 0.615 0.718 0.914
S 0.093 -0.813 1.993
C 0.721 0.363 -1.681
F 1.731 1.299 -1.770
O 1.300 -0.789 -1.111
C 2.409 -1.278 -1.902
C 3.758 -1.369 -1.072
C 3.476 -2.194 0.251
C 4.447 0.025 -0.837
C 5.612 -0.218 0.239
C 5.102 0.627 -2.136
H -3.213 -2.107 -4.234
H -2.412 -3.612 -3.447
H -2.192 -3.229 -5.186
H -0.131 -2.669 -3.844
H -0.802 -1.408 -4.924
H -0.930 -1.470 -1.906
H 0.670 -0.373 -3.722
H -1.733 1.014 -3.852
H -0.173 0.888 -5.550
H -0.567 2.605 -5.481
H 3.282 1.182 -5.252
H 3.029 3.301 -5.340
H -2.898 3.876 -2.161
H -3.169 2.061 -2.530
H -2.652 2.545 -4.996
H -2.736 4.347 -4.576
H -0.477 4.498 -1.645
H 0.888 3.588 -2.334
H 0.852 5.235 -3.947
H -0.604 4.553 -4.733
H -0.350 6.919 -2.798
H -1.840 5.871 -2.640
H -1.202 7.891 -4.810
H -1.723 6.297 -5.475
H -0.159 2.846 -0.415
H -2.001 1.733 0.915
H -3.103 1.789 -0.463
H -2.179 4.541 -0.310
H -3.507 3.915 0.812
H -1.753 3.434 2.585
H -0.446 3.964 1.431
H -1.072 0.131 -0.537
H 0.150 1.886 1.611
H 2.010 0.890 0.727
H 2.159 -2.348 -2.165
H 2.568 -0.756 -2.876
H 4.446 -2.009 -1.696
H 3.236 -1.505 1.109
H 2.594 -2.885 0.157
H 4.419 -2.747 0.493
H 3.761 0.799 -0.409
H 6.162 -1.166 0.023
H 6.271 0.680 0.188
H 5.104 -0.241 1.241
H 5.425 1.674 -1.870
H 6.049 0.098 -2.432
H 4.387 0.735 -2.995
N -0.475 -5.844 -1.918
C -1.781 -6.235 -1.792
C -1.832 -7.596 -1.958
C -0.507 -8.044 -2.189
C 0.309 -6.942 -2.155
H -0.143 -4.900 -1.847
H -2.559 -5.514 -1.596
H -2.723 -8.202 -1.918
H -0.186 -9.060 -2.359
H 1.375 -6.845 -2.280
N 3.031 -9.190 -3.189
C 2.861 -10.533 -2.982
C 2.713 -11.133 -4.206
C 2.802 -10.115 -5.190
C 3.001 -8.928 -4.532
H 3.158 -8.505 -2.467
H 2.858 -10.943 -1.985
H 2.559 -12.187 -4.377
H 2.730 -10.239 -6.258
H 3.122 -7.923 -4.903
N 0.494 -0.786 5.237
C 1.071 -1.871 5.837
C 1.421 -1.511 7.114
C 1.035 -0.158 7.293
C 0.463 0.261 6.119
H 0.144 -0.761 4.291
H 1.185 -2.802 5.305
H 1.902 -2.150 7.840
H 1.160 0.440 8.182
H 0.039 1.211 5.835
N -8.197 4.192 1.749
C -7.697 5.269 2.430
C -6.818 5.921 1.602
C -6.792 5.215 0.372
C -7.656 4.154 0.493
H -8.861 3.532 2.114
H -8.007 5.476 3.441
H -6.258 6.809 1.851
H -6.208 5.457 -0.503
H -7.930 3.378 -0.205
N 6.597 -4.721 2.346
C 5.752 -4.171 3.274
C 5.451 -5.140 4.198
C 6.144 -6.316 3.817
C 6.844 -6.027 2.673
H 6.977 -4.240 1.551
H 5.439 -3.141 3.196
H 4.806 -5.017 5.054
H 6.132 -7.268 4.323
H 7.494 -6.635 2.065
N -11.458 7.445 -2.062
C -10.784 7.361 -0.873
C -9.956 6.269 -0.933
C -10.133 5.676 -2.209
C -11.064 6.425 -2.884
H -12.136 8.148 -2.295
H -10.953 8.082 -0.089
H -9.295 5.934 -0.149
H -9.634 4.798 -2.590
H -11.478 6.320 -3.873
N 7.616 -1.676 4.744
C 7.240 -0.716 5.644
C 8.163 0.298 5.591
C 9.130 -0.061 4.618
C 8.764 -1.283 4.111
H 7.124 -2.538 4.573
H 6.352 -0.838 6.244
H 8.146 1.198 6.185
H 9.996 0.510 4.323
H 9.221 -1.905 3.358
N -0.208 -2.410 9.712
C -1.028 -1.873 10.667
C -1.312 -2.856 11.582
C -0.633 -4.028 11.166
C 0.041 -3.721 10.011
H 0.157 -1.916 8.913
H -1.339 -0.842 10.612
H -1.938 -2.743 12.453
H -0.638 -4.988 11.657
H 0.675 -4.322 9.378
```

These are the Löwdin partial charges, in e, on atoms 1 to 2: atom 1 (C): -0.073, atom 2 (C): -0.255